Entry 1:
# C21H10Cl8GeIr

C21H10Cl8GeIr as an isolated structure at a distorted geometry (wB97M-V/def2-TZVPD, the OMol25 dataset).

Total charge: +1
Total energy in hartree: -6668.817346
Frontier orbital gap in Eh: 0.2488
E_LUMO in eV: -5.2
HOMO in eV: -12.0029

Cartesian coordinates (Å):
Ir -0.929 -1.557 2.605
Cl 1.700 -2.558 0.234
C 1.905 -2.624 1.930
C 0.853 -2.317 2.784
C 1.024 -2.485 4.148
Cl -0.468 -2.211 5.049
C 2.206 -2.873 4.737
Cl 2.320 -3.071 6.428
C 3.288 -3.097 3.877
Cl 4.797 -3.527 4.541
C 3.135 -2.986 2.486
Cl 4.472 -3.298 1.465
C -0.728 -0.528 1.061
C -0.621 0.206 0.079
C -0.507 1.037 -1.008
C -1.706 1.376 -1.752
C -1.781 2.561 -2.502
C -2.949 2.889 -3.162
C -4.049 2.043 -3.087
C -3.988 0.865 -2.348
C -2.830 0.539 -1.674
C 0.812 1.541 -1.355
C 1.772 1.719 -0.348
C 3.030 2.190 -0.665
C 3.357 2.452 -1.991
C 2.428 2.243 -3.003
C 1.158 1.796 -2.690
H -0.946 3.248 -2.513
H -3.012 3.813 -3.720
H -4.971 2.318 -3.581
H -4.846 0.208 -2.298
H -2.777 -0.372 -1.093
H 1.506 1.510 0.680
H 3.755 2.364 0.118
H 4.349 2.806 -2.239
H 2.697 2.425 -4.034
H 0.450 1.586 -3.480
Cl -3.819 -3.845 3.080
Ge -2.996 -2.421 1.749
Cl -2.888 -3.284 -0.190
Cl -4.203 -0.680 1.684



Entry 2:
# C2H4BrClO2S

A single C2H4BrClO2S molecule at a distorted geometry (wB97M-V/def2-TZVPD, the OMol25 dataset).

Total charge: 0
Total energy in hartree: -3661.318406
Frontier orbital gap (alpha / beta) in Eh: 0.2754 / 0.2741
E_LUMO (alpha / beta) in eV: -2.1 / -2.2
HOMO (alpha / beta) in eV: -9.6334 / -9.6705

Cartesian coordinates (Å):
C -1.896 0.026 -0.237
C 0.789 -0.920 -0.010
O 0.302 1.465 -1.054
O 0.047 1.109 1.439
S -0.173 0.660 0.079
Cl 4.354 0.308 0.522
Br 2.503 -0.691 -0.489
H -1.846 -0.963 0.225
H -2.734 0.655 0.202
H -2.050 0.055 -1.312
H 0.703 -1.703 0.636



Entry 3:
# C4H20O7

A 6-piece molecular cluster, C4H20O7 overall at a distorted geometry (wB97M-V/def2-TZVPD, the OMol25 dataset).

Total charge: -1
Total energy in hartree: -691.008619
Frontier orbital gap (alpha / beta) in Eh: 0.0876 / 0.3595
E_LUMO (alpha / beta) in eV: 2.7 / 2.7
HOMO (alpha / beta) in eV: 0.3355 / -7.0995
Multiplicity: 2

Cartesian coordinates (Å):
C -2.232 -0.200 -0.052
O -2.197 0.559 -1.341
C -0.925 -0.985 0.006
C -0.111 -0.760 1.260
C 1.005 0.272 1.163
O 1.856 0.099 0.015
H -2.399 0.326 0.921
H -3.130 -0.769 -0.356
H -2.185 1.481 -1.044
H -0.422 -0.674 -0.947
H -1.116 -2.062 -0.041
H 0.210 -1.755 1.553
H -0.789 -0.484 2.088
H 1.800 0.419 1.894
H 0.501 1.222 0.956
H 1.504 -0.505 -0.654
H 2.541 -0.478 -2.371
H 1.642 -1.604 -3.124
O 2.364 -1.426 -2.420
H -0.550 1.063 4.187
H -0.310 2.465 3.964
O -0.422 1.649 3.432
H 3.103 -2.517 -0.177
H 2.242 -2.026 1.003
O 2.857 -2.715 0.725
H -1.022 -0.200 -2.847
H -0.097 0.784 -3.547
O -0.248 -0.154 -3.427
H -1.340 3.322 0.585
H -2.470 3.400 1.603
O -2.257 3.067 0.734



Entry 4:
# C49H49BBrCdF5N8O2S3

C49H49BBrCdF5N8O2S3 as an isolated structure (wB97M-V/def2-TZVPD, the OMol25 dataset).

Total charge: 0
Total energy in hartree: -6945.662264
Frontier orbital gap (alpha / beta) in Eh: 0.1975 / 0.1970
E_LUMO (alpha / beta) in eV: -1.0 / -1.0
HOMO (alpha / beta) in eV: -6.3973 / -6.3905

Cartesian coordinates (Å):
Cd -1.675 -1.863 -0.269
C 3.725 -2.897 -1.325
C 3.452 -1.447 -1.017
C 4.060 -0.468 -1.729
C 3.954 0.860 -1.264
N 3.016 1.225 -0.431
N 2.232 0.251 0.162
B 1.046 0.858 0.841
N 0.267 1.999 0.097
N 0.924 3.117 -0.303
C 0.253 4.066 -0.901
C -1.114 3.910 -1.216
C -1.782 2.801 -0.838
C -3.218 2.569 -1.212
C -1.081 1.827 -0.063
S -1.985 0.602 0.690
C 1.027 5.332 -1.305
C 1.792 5.026 -2.603
C 1.992 5.734 -0.177
C 0.071 6.500 -1.568
N 0.614 0.687 2.214
N 0.193 1.880 2.773
C -0.053 1.917 4.047
C 0.051 0.769 4.890
C 0.282 -0.444 4.319
C 0.250 -1.710 5.135
C 0.492 -0.497 2.925
S 0.451 -1.927 2.044
C -0.453 3.305 4.578
C 0.660 4.310 4.233
C -1.757 3.738 3.890
C -0.648 3.286 6.094
C 2.659 -1.062 0.089
S 2.528 -2.142 1.373
C 5.035 1.880 -1.633
C 6.399 1.206 -1.392
C 4.983 3.122 -0.739
C 4.911 2.259 -3.113
H 4.727 -3.177 -0.993
H 3.668 -3.048 -2.401
H 3.010 -3.550 -0.839
H 4.716 -0.720 -2.558
H -1.628 4.667 -1.797
H -3.551 3.326 -1.924
H -3.860 2.600 -0.327
H -3.332 1.573 -1.645
H 2.347 4.096 -2.511
H 2.491 5.836 -2.844
H 1.093 4.914 -3.441
H 2.656 4.910 0.091
H 1.431 6.021 0.720
H 2.598 6.592 -0.493
H -0.575 6.321 -2.436
H 0.658 7.399 -1.780
H -0.563 6.709 -0.698
H -0.140 0.838 5.955
H 0.215 -1.475 6.198
H 1.126 -2.330 4.931
H -0.629 -2.313 4.881
H 0.778 4.398 3.152
H 1.620 3.990 4.655
H 0.412 5.295 4.649
H -1.661 3.655 2.802
H -1.989 4.780 4.145
H -2.599 3.110 4.208
H 0.257 2.953 6.616
H -1.480 2.635 6.389
H -0.877 4.298 6.441
H 6.476 0.836 -0.365
H 7.198 1.936 -1.554
H 6.566 0.365 -2.072
H 5.161 2.853 0.306
H 4.020 3.617 -0.777
H 5.762 3.825 -1.056
H 4.931 1.373 -3.758
H 5.750 2.902 -3.399
H 3.981 2.802 -3.310
Br -2.591 -4.048 -7.406
C -2.368 -3.144 -5.750
C -1.549 -1.999 -5.687
C -1.406 -1.318 -4.511
C -2.057 -1.721 -3.309
O -1.973 -0.985 -2.261
C -2.821 -2.938 -3.380
C -3.448 -3.587 -2.263
N -3.256 -3.343 -1.010
C -3.916 -4.076 0.001
C -4.598 -5.246 -0.177
C -5.288 -5.869 0.888
C -5.301 -5.318 2.132
C -4.565 -4.134 2.376
C -4.523 -3.510 3.647
C -3.751 -2.404 3.843
C -2.984 -1.917 2.766
N -3.024 -2.450 1.565
C -3.833 -3.537 1.330
C -2.988 -3.594 -4.630
H -1.032 -1.668 -6.581
H -0.776 -0.437 -4.449
H -4.143 -4.379 -2.540
H -4.616 -5.721 -1.149
H -5.819 -6.795 0.700
H -5.847 -5.784 2.948
H -5.118 -3.927 4.456
H -3.704 -1.904 4.805
H -2.313 -1.068 2.898
H -3.606 -4.486 -4.675
F -0.337 -7.903 -3.003
C -0.218 -6.653 -2.553
C 0.260 -5.652 -3.371
F 0.595 -5.939 -4.629
C 0.379 -4.359 -2.907
F 0.800 -3.421 -3.762
C 0.055 -3.983 -1.594
O 0.162 -2.741 -1.164
C -0.423 -5.041 -0.807
F -0.775 -4.774 0.460
C -0.564 -6.335 -1.260
F -1.035 -7.280 -0.446